Entry 1:
ORCA calculation (ωB97M-V with the def2-TZVPD basis set) on 2 unconnected molecules or ions with the total composition C2F5NO2 at a distorted geometry.

The geometry in XYZ format:
```
10
Properties=species:S:1:pos:R:3:nbo_charge:R:1
F 1.917 0.063 1.676 -0.288
F 0.100 1.254 1.565 -0.316
F 1.148 -1.018 -0.906 -0.296
F 0.918 1.294 -0.949 -0.299
F 0.069 -0.955 1.525 -0.311
O -2.176 -0.995 -0.451 -0.267
O -1.731 0.407 -2.045 -0.251
N -1.610 -0.282 -1.159 0.526
C 0.627 0.101 -0.371 0.647
C 0.740 0.132 1.114 0.855
```

2S+1 = 3
LUMO (spin up / spin down) = 0.7 / -2.0 eV
Gap between HOMO and LUMO (spin up / spin down) = 9.419 / 10.784 eV

---

Entry 2:
ORCA calculation (ωB97M-V with the def2-TZVPD basis set) on 3 unconnected molecules or ions with the total composition C36H80BClIN12O3 at a distorted geometry.

The geometry in XYZ format:
```
134
Properties=species:S:1:pos:R:3:lowdin_spin:R:1
I 1.909 2.899 0.871 0.001
Cl -0.415 -1.373 -3.286 0.000
O 0.460 -2.211 5.049 0.523
O 2.435 3.708 -2.751 0.000
O -2.080 2.944 2.668 0.498
N 0.174 0.895 -4.655 0.000
N 4.649 0.538 -6.330 0.000
N -0.126 -2.969 4.185 0.375
N -4.933 1.155 -2.646 0.000
N 1.894 -3.444 -1.941 0.000
N -7.171 0.250 -2.534 0.000
N -1.476 2.544 3.733 0.393
N 4.085 -2.928 -2.807 0.000
N -5.521 -0.692 -1.187 0.000
N 2.324 -3.071 -4.265 0.000
N 2.308 0.262 -6.764 0.000
N 3.046 2.242 -5.695 0.000
C -2.068 1.284 4.288 0.027
C 2.661 -2.652 -2.921 0.000
C -3.025 2.709 6.176 0.001
C -1.254 0.961 -5.121 0.000
C 0.641 1.977 -3.693 0.000
C 0.943 1.100 -1.412 0.000
C -0.270 -3.422 1.717 0.003
C 2.462 -1.148 -2.495 0.000
C 0.515 -5.228 4.933 0.016
C -1.214 -3.901 6.172 -0.001
C -0.641 -4.235 4.800 0.026
C 4.340 2.207 -1.993 0.000
C 0.046 3.325 5.570 0.004
C 1.691 1.325 -2.769 0.000
C -3.303 1.640 5.120 0.017
C -2.453 0.384 3.121 0.000
C 1.239 -1.690 2.615 -0.001
C 1.283 -5.435 3.629 0.001
C 3.273 0.047 -4.481 0.000
C -5.959 0.250 -2.159 0.000
C -1.170 3.662 4.686 0.027
C -1.057 0.504 5.136 0.004
C 1.760 -4.101 3.054 0.016
C 2.066 -0.047 -3.508 0.000
C 0.519 2.371 -0.662 0.000
C -2.317 1.080 -4.024 0.000
C 0.749 -0.416 -4.228 0.000
C -2.404 3.954 5.546 0.017
C -0.836 2.118 0.029 0.003
C -3.518 1.940 -4.467 0.000
C -4.853 1.286 -4.101 0.000
C 3.297 0.799 -5.833 0.000
C -1.783 -4.842 3.975 0.003
C 4.638 1.191 -0.865 0.000
C 0.644 -3.062 2.906 0.026
C -0.811 4.887 3.861 -0.001
B 2.857 2.423 -2.508 0.000
H -1.898 1.466 -3.094 0.000
H -2.688 0.083 -3.769 0.000
H 2.244 2.547 -6.234 0.000
H 2.413 -4.292 -1.749 0.000
H 4.115 0.468 -3.925 0.000
H 3.832 2.765 -6.057 0.000
H 0.454 -0.933 2.560 0.000
H 0.665 -5.970 2.902 0.000
H -1.468 -0.479 5.358 0.000
H -2.379 2.310 6.962 0.000
H 1.750 -1.727 1.650 0.000
H -3.492 2.138 -5.545 0.000
H -0.885 1.107 0.442 0.000
H 0.745 2.675 5.044 0.001
H 1.482 0.445 -0.728 0.000
H 0.575 4.243 5.823 0.000
H -0.506 5.697 4.523 0.000
H -0.450 -3.543 6.856 0.000
H -3.674 0.726 5.590 0.002
H -1.464 -5.272 3.030 0.000
H -1.433 0.084 -5.752 0.000
H -2.811 -0.566 3.519 0.000
H -3.960 2.984 6.665 0.001
H -0.122 0.355 4.594 0.001
H 3.578 -0.978 -4.703 0.000
H 0.115 -6.176 5.298 0.002
H -1.277 -3.032 1.867 0.001
H 1.207 -4.861 5.698 0.002
H -5.308 -0.234 -0.310 0.000
H 5.543 0.615 -1.082 0.000
H 2.219 -4.250 2.074 0.002
H -0.214 2.413 -3.180 0.000
H 2.148 -6.073 3.817 0.001
H -3.157 4.443 4.920 0.002
H 0.002 0.578 -1.635 0.000
H 4.813 1.712 0.078 0.000
H -3.463 2.910 -3.953 0.000
H 0.003 4.650 3.178 0.000
H -1.296 1.836 -5.781 0.000
H 3.016 -2.927 -4.978 0.000
H 3.829 0.485 -0.684 0.000
H 2.505 -0.721 -6.919 0.000
H 0.873 -0.992 -5.143 0.000
H -7.343 0.995 -3.206 0.000
H -1.633 2.222 -0.722 0.000
H 3.435 -0.826 -2.117 0.000
H -2.242 -5.646 4.550 0.000
H -2.118 4.672 6.318 0.002
H 0.396 3.240 -1.309 0.000
H -4.890 0.280 -4.535 0.000
H -4.092 1.995 4.449 0.002
H -0.829 0.973 6.087 0.000
H 0.995 -3.727 -2.314 0.000
H -2.549 -4.093 3.770 0.001
H 4.689 3.190 -1.642 0.000
H -4.683 -1.158 -1.505 0.000
H 0.730 1.058 -5.504 0.000
H 2.534 -3.692 3.710 0.002
H -5.038 2.064 -2.210 0.000
H -3.239 0.822 2.510 0.000
H 3.171 4.318 -2.837 0.000
H -1.653 5.233 3.266 0.000
H -0.341 -4.493 1.539 0.000
H 4.377 -2.892 -1.837 0.000
H -1.053 2.846 0.814 0.000
H 4.755 0.895 -7.273 0.000
H 1.041 2.772 -4.319 0.000
H 2.412 0.721 -7.665 0.000
H 0.128 -2.975 0.805 0.000
H -1.588 0.186 2.484 0.000
H 1.368 -3.003 -4.562 0.000
H 1.959 -1.381 3.367 0.000
H 4.276 -3.852 -3.176 0.000
H -5.671 1.877 -4.535 0.000
H 5.357 0.969 -5.748 0.000
H -0.224 2.847 6.509 0.000
H 1.798 -1.168 -1.637 0.000
H 4.995 1.981 -2.848 0.000
H -1.659 -4.803 6.592 0.000
H -1.989 -3.138 6.093 0.000
```

2S+1 = 3
LUMO (spin up / spin down) = -2.3 / -2.3 eV
ΔE to the lowest compared entry with this formula, charge and spin = 0.0 kcal/mol
Net charge = +1
Gap between HOMO and LUMO (spin up / spin down) = 7.331 / 8.495 eV

---

Entry 3:
ORCA calculation (ωB97M-V with the def2-TZVPD basis set) on a single C6H12O2 molecule.

The geometry in XYZ format:
```
20
Properties=species:S:1:pos:R:3:nbo_charge:R:1
O -0.532 0.782 -2.397 -0.651
O -1.401 -0.157 -0.352 -0.827
C 0.160 -1.460 -1.884 -0.698
C 0.176 0.520 0.790 0.456
C -0.225 -0.025 -1.544 0.714
C 0.998 0.581 -0.363 -0.633
C -0.540 1.750 1.237 -0.685
C 0.311 -0.596 1.773 -0.684
H -0.682 -1.917 -2.410 0.228
H -0.855 2.340 0.377 0.254
H -0.628 -0.799 2.287 0.230
H 1.047 -0.293 2.527 0.241
H 1.227 1.570 -0.741 0.244
H 1.017 -1.440 -2.559 0.231
H 0.158 2.354 1.830 0.235
H 1.841 -0.102 -0.393 0.223
H -1.408 1.515 1.850 0.228
H -1.752 -1.058 -0.326 0.468
H 0.678 -1.510 1.306 0.226
H 0.408 -2.057 -1.007 0.199
```

2S+1 = 1
LUMO = 0.3 eV
ΔE to the lowest compared entry with this formula, charge and spin = 75.3 kcal/mol
Gap between HOMO and LUMO = 8.749 eV

---

Entry 4:
ORCA calculation (ωB97M-V with the def2-TZVPD basis set) on a gas-phase ion, C5H7FN3 (charge +1) at a distorted geometry.

The geometry in XYZ format:
```
16
Properties=species:S:1:pos:R:3:nbo_charge:R:1
F -2.970 0.995 0.796 -0.249
N 2.512 0.003 0.818 -0.765
N 0.253 -0.884 -0.825 -0.158
N 0.327 0.249 -0.188 -0.061
C -2.110 -0.828 -0.373 -0.215
C -0.944 -1.414 -0.894 0.063
C -0.657 0.924 0.362 0.013
C -1.944 0.376 0.271 0.430
C 1.722 0.844 -0.079 -0.054
H -3.088 -1.289 -0.479 0.282
H -0.507 1.859 0.897 0.274
H 1.860 -0.361 1.513 0.356
H 2.776 -0.827 0.289 0.377
H 2.173 0.887 -1.073 0.242
H -1.043 -2.376 -1.392 0.251
H 1.639 1.843 0.356 0.214
```

2S+1 = 1
LUMO = -5.4 eV
Structure (SMILES) = NC[n+]1cc(F)ccn1
ΔE to the lowest compared entry with this formula, charge and spin = 0.0 kcal/mol
Net charge = +1
Gap between HOMO and LUMO = 9.212 eV

---

Entry 5:
ORCA calculation (ωB97M-V with the def2-TZVPD basis set) on a molecular structure, C24H44BeCl3N2O4Si at a distorted geometry.

The geometry in XYZ format:
```
79
Properties=species:S:1:pos:R:3:mulliken_charge:R:1
Cl 2.356 0.406 3.030 -0.422
Cl -2.790 -2.264 3.900 -0.671
Cl 2.902 0.498 -0.272 -0.341
Si -0.754 0.212 -1.560 0.281
O 0.674 -0.618 -1.976 -0.305
O 0.262 -1.524 2.443 -0.488
O -1.064 0.418 4.913 -0.188
O 0.430 1.655 1.322 0.190
N -0.500 -3.697 1.953 0.308
N -0.239 3.795 1.625 0.320
C 2.319 -3.531 -5.288 -1.496
C 2.089 -1.822 -3.462 0.172
C -1.057 2.088 6.721 -0.597
C -1.634 3.310 1.574 -0.224
C -0.854 0.699 7.352 -0.506
C -0.342 2.025 -1.730 -0.667
C -0.754 -0.257 6.141 -0.441
C 0.069 0.043 -4.878 -0.296
C -0.439 0.883 -5.865 -0.855
C 0.099 5.145 1.175 -0.947
C 2.031 -2.174 -4.759 0.169
C 1.638 -0.432 -3.002 0.481
C -1.265 1.814 5.198 0.027
C -2.138 -0.106 -2.778 -1.344
C -1.408 -0.675 -0.085 -0.393
C -0.445 -2.483 2.556 -0.912
C 1.192 0.439 -4.150 -0.153
C 0.298 1.998 -6.279 -0.510
C 2.708 -2.692 -2.415 -1.555
C 1.511 2.307 -5.636 -0.660
C 1.935 1.554 -4.529 -0.195
C 0.715 2.886 1.501 -0.436
C -1.514 -3.858 0.912 -0.690
C -0.112 -4.849 2.760 -0.969
Be 1.736 0.734 1.231 0.517
H 0.983 5.484 1.723 0.358
H -0.550 2.364 4.553 -0.042
H -0.192 2.740 6.857 0.272
H 3.807 -2.705 -2.507 0.262
H -1.251 2.615 -1.573 0.452
H -0.008 2.265 -2.750 0.349
H 1.894 -3.619 -6.299 0.378
H 2.451 -2.325 -1.418 0.228
H 2.498 -0.002 -2.473 0.134
H 1.760 3.228 1.505 0.433
H -2.335 4.136 1.426 0.394
H -0.728 5.844 1.314 0.332
H -0.386 -0.934 -4.690 0.743
H -1.709 0.414 7.971 0.244
H -1.987 -0.037 0.595 0.452
H 0.471 2.361 -1.072 -0.033
H -3.044 0.175 -2.213 0.495
H 1.800 -1.448 -5.541 0.355
H -1.931 2.603 7.125 0.268
H 0.262 -0.664 6.029 0.235
H -2.261 -3.056 0.980 0.249
H 0.366 5.127 0.108 0.335
H 2.843 1.769 -3.957 0.383
H 0.049 0.641 7.964 0.259
H -1.391 0.624 -6.325 0.408
H -0.581 -1.199 0.416 -0.556
H 1.883 -4.316 -4.654 0.323
H -0.025 2.545 -7.175 0.356
H -1.778 2.558 0.783 -0.062
H -2.296 2.076 4.868 0.183
H -0.571 -5.737 2.334 0.352
H -2.169 -1.179 -3.006 0.270
H 2.362 -3.722 -2.542 0.447
H -1.467 -1.091 6.174 0.250
H 0.976 -4.998 2.770 0.257
H -2.074 -1.465 -0.456 0.512
H -1.446 -2.305 3.291 0.715
H 3.404 -3.697 -5.355 0.294
H -2.078 0.444 -3.723 0.322
H 2.133 3.139 -5.984 0.360
H -1.044 -3.795 -0.081 0.079
H -0.470 -4.732 3.790 0.361
H -1.959 -4.847 1.057 0.454
H -1.864 2.796 2.518 -0.060
```

2S+1 = 1
LUMO = 2.0 eV
Net charge = -1
Gap between HOMO and LUMO = 4.178 eV

---

Entry 6:
ORCA calculation (ωB97M-V with the def2-TZVPD basis set) on a molecular structure, C55H48N6O5PSTi at a distorted geometry.

The geometry in XYZ format:
```
117
Properties=species:S:1:pos:R:3:lowdin_spin:R:1
Ti 1.608 1.095 -0.310 0.936
S -2.041 -3.181 0.890 0.000
P -0.384 0.913 -2.049 0.012
O 2.546 4.324 -1.192 0.000
O 0.703 -6.313 2.984 0.000
O 1.472 -0.561 0.500 -0.012
O 2.722 -2.425 0.324 -0.002
O -0.587 -5.717 4.730 0.000
N 3.513 1.600 -0.247 0.005
N 0.992 -1.259 3.120 0.000
N 0.928 1.524 2.584 0.003
N 1.685 3.364 -1.669 0.001
N -1.622 -1.650 1.076 0.000
N 0.824 2.203 1.409 0.008
C 0.087 4.484 0.703 0.001
C -3.665 3.231 0.209 0.002
C -3.852 -2.645 2.855 0.000
C 3.385 -0.327 -3.343 0.000
C 1.161 3.799 -2.776 0.001
C 0.244 3.542 3.122 0.004
C 0.385 3.421 1.729 0.009
C 0.228 3.199 -3.741 0.000
C 0.580 -4.017 3.606 0.000
C 1.231 -3.571 2.433 0.000
C 5.464 -0.803 -2.344 -0.001
C -1.922 1.572 0.105 0.006
C -5.241 -2.743 -2.354 0.000
C -0.297 1.879 -3.636 -0.001
C 5.222 0.133 -1.350 0.000
C -3.563 -5.080 4.107 0.000
C -3.977 -1.844 -0.504 0.000
C 0.447 -1.705 4.252 0.000
C 5.388 3.140 0.067 0.000
C -3.374 -3.073 -0.288 0.000
C 6.184 3.719 2.286 -0.001
C 4.326 2.180 1.957 0.000
C 4.020 0.855 -1.292 0.003
C -4.887 -1.652 -1.530 0.000
C -0.755 -0.825 -2.594 -0.002
C -4.409 -4.115 4.639 0.000
C -1.968 -1.259 -3.177 0.000
C 5.208 2.855 2.789 0.000
C 0.761 1.792 5.015 0.001
C -3.028 -3.641 2.333 0.000
C -4.632 -3.977 -2.154 0.000
C 0.233 -2.973 -3.115 0.000
C 6.294 3.820 0.893 0.000
C 0.322 -1.694 -2.556 0.001
C -2.702 2.607 -1.903 0.002
C -1.001 -3.393 -3.575 0.000
C -3.623 3.344 -1.173 0.001
C -2.870 -4.888 2.925 0.000
C 0.197 -5.544 3.804 0.000
C 0.005 3.917 -4.936 0.000
C -4.581 -2.900 4.005 0.000
C 1.960 -1.751 0.951 -0.001
C -2.853 2.313 0.848 0.000
C 0.196 -3.042 4.516 0.000
C -3.710 -4.173 -1.115 0.000
C -0.597 3.370 -6.064 0.000
C 4.392 2.303 0.579 0.005
C 3.153 0.649 -2.354 0.000
C -1.044 2.042 -5.988 0.000
C -2.094 -2.538 -3.639 0.000
C 1.397 -2.207 2.249 0.000
C -1.824 1.753 -1.254 0.009
C -0.882 1.326 -4.794 -0.001
C 4.525 -1.080 -3.337 -0.002
C 0.600 2.294 3.628 0.008
H -1.070 -4.413 -3.932 0.000
H 1.470 0.998 5.138 0.000
H -4.944 -4.814 -2.776 0.000
H 5.166 2.695 3.874 0.000
H 0.347 4.931 -5.009 0.000
H 2.687 -0.519 -4.168 0.000
H 0.077 4.098 -0.320 0.000
H 3.236 3.843 -0.663 0.000
H 0.161 -0.935 4.957 0.000
H 5.963 0.174 -0.576 0.000
H 0.094 4.463 3.697 0.000
H -3.027 -2.874 -4.044 0.000
H 1.035 0.490 2.643 0.000
H -2.846 -0.587 -3.136 0.000
H 0.794 5.308 0.757 0.000
H -2.618 2.764 -2.988 0.000
H 6.886 4.285 2.895 0.000
H -5.376 -0.686 -1.720 0.000
H -2.162 -5.632 2.545 0.000
H 1.097 -3.609 -3.166 0.000
H -4.285 4.013 -1.723 0.000
H 6.370 -1.388 -2.287 0.000
H 3.646 1.400 2.336 0.001
H -3.353 -5.959 4.717 0.000
H -2.885 2.213 1.932 0.000
H -3.667 -1.006 0.073 0.000
H -0.201 1.423 5.414 0.001
H 1.269 -1.334 -2.132 0.001
H -5.241 -2.151 4.406 0.000
H -0.921 4.891 0.896 0.000
H 4.771 -1.793 -4.101 0.000
H 7.066 4.418 0.446 0.000
H -3.925 -1.694 2.345 0.000
H -4.816 -4.342 5.629 0.000
H -3.238 -5.131 -1.043 0.000
H 1.587 -4.261 1.686 0.000
H -1.249 0.293 -4.843 0.000
H 5.519 3.236 -1.014 0.000
H -1.339 0.826 0.638 0.001
H -4.352 3.810 0.750 0.000
H 2.319 1.307 -2.486 0.001
H -1.477 1.554 -6.827 0.000
H 1.025 2.610 5.696 0.000
H -0.685 3.885 -6.993 0.000
H 1.460 4.814 -3.079 0.000
H -5.893 -2.574 -3.193 0.000
H -0.711 -1.698 1.479 0.000
H -0.370 -3.337 5.398 0.000
```

2S+1 = 2
LUMO (spin up / spin down) = -1.2 / -1.2 eV
ΔE to the lowest compared entry with this formula, charge and spin = 0.0 kcal/mol
Gap between HOMO and LUMO (spin up / spin down) = 6.270 / 6.277 eV